Entry 1:
Here is C24H70BHgN6O6 as an isolated structure at a distorted geometry from the Open Molecules 2025 dataset. Energies are from wB97M-V/def2-TZVPD.

The electronic energy is -1914.20205 Ha. The LUMO energy is -2.6 eV. As for the energy above the lowest of the compared OMol25 structures with the same formula, charge and spin: 0.0000 eV. As for the total charge: +1. The largest force on an atom comes out at 0.0583 hartree/bohr.

The geometry in XYZ format:
```
108
Properties=species:S:1:pos:R:3:forces:R:3
Hg -1.482 -1.297 0.975 0.908 0.402 0.661
B 0.055 0.376 0.165 0.909 -0.262 0.219
H -0.952 0.188 -0.347 -2.315 0.615 -1.243
H 0.462 -0.696 0.359 1.402 -1.504 0.444
H 0.791 0.870 -0.566 0.670 0.351 -1.223
H 0.064 0.968 1.138 -0.490 0.624 1.269
C 1.234 -1.020 -8.367 0.232 -0.850 -0.045
C 0.898 -1.375 -6.917 -0.547 1.602 -0.344
C 0.928 -0.101 -6.054 0.602 0.670 -0.389
O 0.705 -0.374 -4.678 -0.155 -0.653 -0.184
C 0.328 0.757 -3.937 0.603 0.327 0.803
N -0.469 -1.897 -6.919 0.958 0.472 0.224
H 1.113 -1.896 -9.013 -0.060 -0.197 0.245
H 2.285 -0.758 -8.497 -0.176 0.570 0.004
H 0.497 -0.323 -8.761 0.356 0.446 0.120
H 1.673 -2.026 -6.492 -0.179 -0.258 -0.015
H 0.262 0.725 -6.329 -0.582 -0.582 -0.567
H 1.906 0.370 -6.230 0.294 -0.220 0.465
H 0.578 0.583 -2.888 0.012 -0.201 -0.040
H -0.740 0.999 -3.947 -0.040 -0.074 -0.529
H 0.928 1.626 -4.226 -0.220 0.125 -0.141
H -0.406 -2.831 -7.304 -0.686 -0.223 0.604
H -0.770 -1.792 -5.956 -0.455 -0.982 -0.150
C 3.661 1.650 2.100 0.417 0.704 0.172
C 5.010 1.188 1.524 -1.613 -0.844 -1.599
C 5.880 0.342 2.429 -0.176 -0.411 0.300
O 6.314 1.130 3.507 0.274 0.027 0.062
C 6.897 0.385 4.556 -1.224 -0.484 -0.064
N 4.601 0.337 0.379 0.589 -0.619 -0.307
H 3.209 2.413 1.462 0.505 0.465 0.188
H 3.825 2.039 3.105 -0.416 0.063 0.018
H 2.837 0.932 2.053 0.553 -0.733 0.467
H 5.562 2.045 1.134 0.119 0.162 0.417
H 6.709 -0.142 1.894 0.194 0.484 -0.238
H 5.320 -0.535 2.787 -0.379 0.214 0.126
H 6.820 1.013 5.440 0.774 0.057 0.005
H 7.868 -0.046 4.307 0.298 0.517 0.138
H 6.259 -0.482 4.781 -0.063 -0.047 -0.046
H 5.192 0.383 -0.440 0.188 0.091 0.169
H 3.651 0.460 0.066 -0.074 0.293 0.201
C 1.246 -5.183 1.200 -1.116 -1.150 -1.041
C 0.586 -3.908 0.666 1.099 0.325 0.082
C -0.287 -4.113 -0.612 0.197 -1.029 2.807
O -0.724 -2.905 -1.133 -0.404 -0.070 -0.592
C -0.257 -2.623 -2.447 -0.133 0.482 -0.746
N -0.192 -3.265 1.765 -0.619 -1.418 -0.598
H 1.827 -5.047 2.109 0.349 0.169 -0.269
H 1.756 -5.718 0.394 0.828 0.510 0.200
H 0.519 -5.978 1.423 -0.448 0.432 0.358
H 1.391 -3.184 0.506 -0.050 -0.050 -0.588
H -1.132 -4.681 -0.190 -0.496 0.209 -0.246
H 0.155 -4.874 -1.255 0.401 0.686 -0.629
H -0.936 -1.979 -3.009 -0.322 0.246 0.628
H -0.261 -3.521 -3.067 0.569 -0.175 0.239
H 0.685 -2.076 -2.417 0.229 -0.414 -0.087
H -0.889 -3.980 1.996 -0.118 0.180 0.145
H 0.430 -3.321 2.569 -0.082 0.626 0.098
C 0.648 5.871 1.333 0.258 -0.103 0.005
C 0.286 4.492 0.775 -0.646 -0.943 0.783
C 0.672 4.170 -0.679 -0.879 0.539 0.148
O 0.039 5.044 -1.601 0.283 0.111 -0.217
C -1.358 5.106 -1.584 -0.894 0.729 -0.096
N 0.743 3.382 1.637 0.663 -0.379 -0.428
H 1.315 5.836 2.196 0.054 -0.382 -0.047
H -0.281 6.317 1.687 0.171 0.469 -0.170
H 1.153 6.502 0.602 -0.306 0.107 -0.114
H -0.807 4.445 0.871 -0.146 0.205 -0.777
H 0.347 3.160 -0.949 0.233 -0.227 0.359
H 1.739 4.285 -0.863 0.049 -0.087 0.143
H -1.707 6.006 -1.065 0.120 -0.022 0.258
H -1.917 4.273 -1.146 0.514 -0.382 0.116
H -1.755 5.225 -2.595 0.382 -0.147 -0.194
H 0.247 3.359 2.517 0.034 0.365 0.124
H 0.540 2.479 1.191 0.205 0.766 0.154
C -5.429 -3.438 1.542 -0.304 -0.855 -1.165
C -4.156 -2.778 1.009 -0.688 -0.317 0.875
C -4.502 -1.685 0.053 -0.187 0.776 -0.735
O -3.295 -1.204 -0.511 -0.783 0.222 -0.279
C -3.498 -0.438 -1.700 0.742 -0.343 -0.350
N -3.332 -2.224 2.139 -0.983 -1.273 -0.596
H -6.259 -2.740 1.651 0.224 0.152 0.715
H -5.251 -4.116 2.377 -0.029 0.549 0.435
H -5.832 -4.139 0.801 0.215 0.134 -0.265
H -3.528 -3.544 0.546 -0.055 0.200 -0.391
H -5.012 -0.809 0.480 0.024 -0.304 0.674
H -5.214 -2.011 -0.715 0.377 -0.414 -0.152
H -2.630 0.211 -1.808 0.003 -0.093 -0.112
H -4.392 0.188 -1.710 -0.116 -0.179 0.399
H -3.536 -1.175 -2.505 -0.104 0.364 -0.291
H -3.053 -3.100 2.577 0.375 0.396 0.509
H -4.053 -1.855 2.757 0.541 0.616 0.240
C -1.032 0.653 5.199 -0.428 0.082 0.997
C -1.649 0.155 3.912 1.762 0.528 0.231
C -2.152 1.377 3.171 -0.277 -0.672 -0.369
O -2.872 0.989 2.000 0.225 0.760 0.256
C -3.175 2.173 1.267 -0.142 0.123 -0.296
N -0.552 -0.528 3.140 -1.214 -0.478 0.072
H -0.078 1.141 4.998 -0.224 0.427 0.036
H -0.807 -0.112 5.947 -0.062 -0.359 -0.327
H -1.764 1.293 5.700 0.411 0.352 0.061
H -2.485 -0.504 4.144 0.143 -0.351 -0.345
H -1.304 2.010 2.914 0.192 0.078 -0.218
H -2.814 1.980 3.799 -0.041 -0.138 0.191
H -3.529 2.993 1.900 -0.226 -0.260 0.294
H -3.959 1.938 0.550 0.072 -0.038 -0.103
H -2.302 2.591 0.760 0.204 -0.349 -0.177
H -0.036 -1.163 3.740 -0.304 -0.146 0.110
H 0.160 0.088 2.761 -0.326 0.497 0.068
```
Forces are in eV/Å.

Entry 2:
Here is C24H70BN6O6Pb as an isolated structure at a distorted geometry from the Open Molecules 2025 dataset. Energies are from wB97M-V/def2-TZVPD.

The electronic energy is -1953.75519 Ha. Its multiplicity is 2. The LUMO energy (spin up / spin down) is 0.6 / 0.6 eV. The largest force on an atom comes out at 0.0817 hartree/bohr.

The geometry in XYZ format:
```
108
Properties=species:S:1:pos:R:3:forces:R:3
Pb 2.518 0.028 -0.841 2.019 0.734 -0.133
B -0.003 -0.266 0.529 -0.575 0.022 0.348
H 0.703 0.410 0.987 2.652 2.434 2.166
H 0.514 -0.697 -0.313 0.816 -2.260 -2.972
H -0.407 -0.966 1.244 -1.128 -2.343 2.445
H -0.824 0.358 0.211 -3.045 2.392 -1.577
C 2.761 4.300 -0.721 -1.008 0.796 -0.281
C 1.869 3.362 0.129 -0.318 0.150 0.287
C 0.693 3.905 1.042 2.389 0.800 -0.661
O -0.097 4.809 0.323 -0.140 0.398 0.053
C -0.985 5.589 1.141 0.075 -0.567 -2.108
N 1.235 2.388 -0.741 0.780 -0.642 -0.265
H 2.161 4.831 -1.460 -0.165 0.223 0.036
H 3.512 3.797 -1.331 -0.101 -0.626 0.384
H 3.296 5.059 -0.149 -0.159 -0.074 0.297
H 2.636 2.923 0.767 -0.414 -0.639 0.521
H 1.154 4.476 1.847 -0.133 -0.299 0.675
H 0.120 3.030 1.348 -0.010 0.013 0.484
H -0.452 6.267 1.809 -0.081 -0.334 0.335
H -1.733 4.911 1.553 0.060 0.266 0.712
H -1.471 6.165 0.353 -0.343 0.432 0.435
H 0.474 1.903 -0.288 0.013 -0.188 0.488
H 0.767 2.901 -1.475 0.221 -0.181 -0.786
C -3.840 1.019 0.941 -0.334 0.780 -0.659
C -3.866 -0.403 0.349 -0.367 1.641 0.506
C -3.504 -0.461 -1.141 -1.040 0.004 0.158
O -4.545 0.192 -1.883 0.322 -0.356 1.028
C -4.360 0.104 -3.253 0.224 0.436 -0.477
N -2.944 -1.128 1.169 0.071 -0.852 -0.342
H -4.171 1.795 0.250 -0.613 -0.191 -0.146
H -2.843 1.393 1.175 0.353 -0.583 0.179
H -4.439 1.073 1.850 0.038 -0.054 -0.033
H -4.858 -0.806 0.553 -0.234 -0.035 -0.603
H -3.428 -1.486 -1.503 -0.304 -0.566 0.164
H -2.491 -0.097 -1.310 0.019 0.799 -0.075
H -3.527 0.759 -3.510 0.233 0.059 -0.523
H -5.259 0.442 -3.768 -0.015 0.096 0.127
H -4.141 -0.905 -3.603 0.084 -0.295 0.074
H -2.078 -0.619 1.067 0.322 -0.306 0.313
H -2.821 -1.974 0.631 0.569 -0.803 0.423
C 2.779 0.521 3.152 0.584 -0.249 1.836
C 3.572 -0.693 2.693 -0.871 -0.594 -1.780
C 3.610 -1.853 3.666 -0.357 -0.021 1.206
O 4.468 -2.920 3.287 -0.329 0.756 -0.741
C 4.553 -3.987 4.208 -0.787 0.410 -0.313
N 2.866 -1.091 1.442 0.970 -0.643 -0.148
H 3.198 0.802 4.118 0.089 0.536 0.086
H 1.752 0.251 3.399 -0.148 -0.149 -0.355
H 2.764 1.389 2.494 0.240 -0.353 -0.182
H 4.620 -0.501 2.462 -0.054 0.499 -0.276
H 2.590 -2.204 3.824 -0.202 -0.319 -0.075
H 3.920 -1.459 4.634 0.308 0.073 0.358
H 3.574 -4.391 4.466 -0.442 -0.011 -0.167
H 4.950 -3.629 5.158 0.678 -0.280 0.003
H 5.079 -4.777 3.672 0.434 0.124 0.552
H 3.168 -2.013 1.161 0.578 -0.205 -0.177
H 1.887 -1.282 1.602 -0.295 0.393 0.530
C -0.400 -4.584 0.539 0.748 0.120 0.761
C -0.370 -4.158 2.019 0.797 -1.307 0.475
C 0.040 -5.387 2.921 -1.351 0.135 0.039
O -0.352 -5.166 4.252 -0.600 0.957 1.450
C -0.128 -6.252 5.122 0.005 -0.615 -0.466
N 0.575 -3.067 2.186 0.293 -0.637 -0.056
H 0.551 -5.066 0.310 0.059 -0.451 0.124
H -0.336 -3.705 -0.102 -0.857 0.106 -0.016
H -1.220 -5.269 0.326 -0.027 0.253 -0.232
H -1.343 -3.801 2.357 -0.408 -0.496 -0.010
H 1.089 -5.676 2.983 0.368 0.246 -0.928
H -0.579 -6.238 2.636 0.243 -0.394 -0.772
H -0.644 -6.182 6.079 0.233 0.906 -0.015
H 0.939 -6.439 5.249 0.221 0.125 0.279
H -0.540 -7.190 4.749 -0.113 -0.186 -0.652
H 0.100 -2.264 1.798 0.196 0.433 0.052
H 0.661 -2.903 3.179 0.046 0.173 0.248
C -2.054 2.870 -1.529 -1.318 -0.289 -0.962
C -1.603 3.721 -2.726 -0.905 1.065 1.129
C -2.395 5.099 -2.872 0.239 -1.058 -1.178
O -1.841 5.835 -3.991 1.372 -1.666 1.100
C -2.585 6.910 -4.435 -0.902 -0.001 0.330
N -0.214 3.925 -2.502 0.566 0.645 -1.317
H -1.521 1.920 -1.479 0.061 -0.020 -0.380
H -3.100 2.653 -1.749 -0.252 -0.323 0.607
H -1.952 3.265 -0.518 -0.026 0.655 -0.278
H -1.783 3.188 -3.660 0.080 -0.175 -0.030
H -2.410 5.683 -1.952 0.326 0.193 0.135
H -3.427 4.852 -3.121 -0.331 -0.025 0.049
H -2.016 7.515 -5.141 0.141 -0.083 0.209
H -2.897 7.479 -3.560 -0.150 0.591 -0.145
H -3.472 6.525 -4.938 -0.370 0.232 -0.183
H -0.157 4.408 -1.617 0.301 0.574 0.118
H 0.125 4.515 -3.248 0.472 0.337 0.074
C 1.539 -4.368 -2.675 -0.101 0.161 -1.719
C 1.999 -2.906 -2.514 -1.124 -0.285 -0.203
C 0.863 -1.928 -3.062 1.914 0.489 -0.093
O 1.259 -0.516 -2.959 0.474 -0.915 -0.254
C 0.442 0.377 -3.690 -1.380 -0.260 -0.081
N 2.210 -2.706 -1.097 -0.562 1.054 0.745
H 1.192 -4.537 -3.694 0.142 -0.105 -0.321
H 0.675 -4.671 -2.083 0.227 0.356 0.474
H 2.373 -5.054 -2.530 -0.045 0.033 0.267
H 2.948 -2.712 -3.014 -0.168 -0.057 -0.366
H -0.062 -2.132 -2.523 -0.216 0.211 0.007
H 0.773 -2.082 -4.137 -0.326 -0.483 0.022
H -0.535 0.360 -3.206 -0.478 -0.082 -0.286
H 0.362 0.090 -4.738 -0.085 -0.349 -0.093
H 0.680 1.440 -3.715 1.098 -0.217 0.678
H 1.270 -2.710 -0.726 -0.290 0.442 0.621
H 2.592 -3.509 -0.618 0.628 -0.263 -0.313
```
Forces are in eV/Å.